The following is a DFT calculation (ωB97M-V/def2-TZVPD) of a 14-piece molecular cluster, C44H124N8O14 overall in a non-equilibrium geometry.

## Properties
**HOMO**: -9.18 eV
**HOMO-LUMO gap**: 9.7 eV
**Energy relative to the best compared isomer or geometry (same formula, charge and spin)**: 0.0000 eV
**Total charge**: 0
**Max |F|**: 2.15 eV/Å

Each line ends with the Mulliken charge.
Atoms and positions in Å:
C (2.62281, 1.98690, 1.71954)  0.3440
C (3.24523, 2.36705, 3.05737)  0.4734
C (3.79461, 3.78841, 2.92505)  -1.1562
O (4.43251, 4.09226, 4.12850)  -0.3911
C (5.19110, 5.28827, 4.07449)  -0.8185
N (2.25339, 2.37013, 4.13697)  -0.4181
H (3.31288, 2.11564, 0.87713)  0.4879
H (1.70008, 2.59554, 1.65625)  -0.4039
H (2.28343, 0.91452, 1.81721)  -0.3530
H (4.09759, 1.73637, 3.27324)  0.2329
H (3.02299, 4.50699, 2.69333)  0.5271
H (4.58215, 3.91334, 2.15175)  0.4040
H (5.99762, 5.23094, 3.35330)  0.3100
H (5.65540, 5.46742, 5.04073)  0.2892
H (4.61376, 6.16836, 3.81574)  0.3065
H (2.70344, 2.52127, 5.03887)  0.3457
H (1.84415, 1.46563, 4.21518)  -0.1912
C (-0.52778, -4.36049, 0.54601)  -0.7775
C (-0.27632, -5.85061, 0.41780)  -0.0280
C (-0.75265, -6.30577, -0.94280)  -0.5686
O (-0.61557, -7.71730, -0.91427)  -0.4297
C (-0.89775, -8.20810, -2.19035)  -0.7303
N (1.17291, -6.04692, 0.45121)  -0.6038
H (-0.23084, -3.75709, -0.32367)  -0.4365
H (-0.12942, -3.84595, 1.42081)  0.3508
H (-1.59279, -4.22023, 0.63202)  0.6343
H (-0.81126, -6.41526, 1.16796)  0.4996
H (-0.18207, -5.86144, -1.78763)  0.2042
H (-1.82469, -6.01110, -1.01153)  0.4543
H (-1.91756, -7.96371, -2.49782)  0.3074
H (-0.74905, -9.27317, -2.15325)  0.2943
H (-0.20148, -7.78891, -2.93772)  0.2829
H (1.36379, -6.98849, 0.09466)  0.2708
H (1.56667, -6.03391, 1.38336)  0.2097
C (-2.36544, 1.91955, -3.98743)  -0.9676
C (-2.71696, 3.05631, -3.06369)  0.4002
C (-4.04898, 2.80044, -2.37136)  -0.0113
O (-4.26455, 3.86204, -1.51871)  -0.5078
C (-5.43932, 3.79550, -0.80370)  -0.4177
N (-1.65122, 3.22054, -1.99538)  -0.2475
H (-3.14170, 1.75117, -4.77755)  0.4392
H (-2.27310, 0.93808, -3.46242)  -0.2734
H (-1.38176, 2.12629, -4.44038)  0.3294
H (-2.78327, 4.00076, -3.61792)  0.4170
H (-4.13051, 1.76123, -1.96323)  -0.5011
H (-4.86883, 2.93300, -3.10574)  0.7462
H (-5.26820, 3.12576, 0.04980)  -0.1306
H (-6.29344, 3.45127, -1.39243)  0.2979
H (-5.61819, 4.75409, -0.34558)  0.3935
H (-1.89882, 3.97646, -1.37202)  0.3846
H (-1.67815, 2.37728, -1.46939)  -0.6480
C (-0.78780, -0.90725, 4.02413)  -0.4875
C (0.23409, -1.67570, 4.87887)  0.0980
C (1.64220, -1.38939, 4.43717)  -0.7136
O (1.85253, -1.75115, 3.08475)  0.2592
C (3.20967, -1.70126, 2.70292)  -0.6310
N (0.01340, -1.39476, 6.31183)  -0.6916
H (-0.53350, -1.08886, 2.96888)  -0.1426
H (-0.71556, 0.19233, 4.17765)  0.0294
H (-1.78106, -1.28714, 4.25776)  0.4128
H (0.06591, -2.75178, 4.75345)  0.3528
H (2.34593, -2.03623, 5.00798)  0.4157
H (1.91329, -0.34374, 4.72681)  0.3012
H (3.69593, -0.70900, 2.68814)  0.2659
H (3.33704, -2.05323, 1.69220)  -0.4375
H (3.82818, -2.35658, 3.34490)  0.5082
H (0.16105, -0.40001, 6.46306)  0.2671
H (0.62236, -1.97571, 6.86641)  0.2873
C (-5.43408, -0.28326, -4.11495)  -1.0744
C (-6.67020, -0.85521, -3.40758)  0.3405
C (-6.55944, -0.38588, -1.95906)  -0.4367
O (-5.74570, -1.34855, -1.25778)  -0.2596
C (-5.75894, -1.05153, 0.12807)  -0.9321
N (-7.77345, -0.11477, -4.03770)  -0.6800
H (-5.42476, -0.66278, -5.11842)  0.5280
H (-4.57172, -0.68815, -3.60378)  -0.0533
H (-5.44398, 0.80926, -4.04227)  0.3161
H (-6.78119, -1.94359, -3.39765)  0.4067
H (-7.55828, -0.35474, -1.45372)  0.3973
H (-6.06953, 0.59014, -1.89295)  -0.1207
H (-5.15106, -1.76814, 0.72978)  0.3233
H (-6.76244, -1.12544, 0.56018)  0.5179
H (-5.43708, -0.03204, 0.26741)  0.1791
H (-8.00172, -0.46702, -4.96311)  0.2561
H (-8.60784, -0.25929, -3.48316)  0.2433
C (5.77692, -0.52633, -0.44509)  0.1196
C (6.80300, -0.33973, 0.67764)  0.2812
C (6.73137, 1.00427, 1.31477)  -0.5443
O (7.66698, 0.99382, 2.34128)  -0.4566
C (7.88615, 2.30893, 2.82144)  -0.6833
N (6.45372, -1.36042, 1.69921)  -0.4478
H (4.75242, -0.59081, -0.07555)  -0.4565
H (5.96416, -1.45403, -1.00072)  0.5011
H (5.85860, 0.31842, -1.18182)  -0.4410
H (7.78018, -0.49611, 0.22463)  0.3186
H (5.71117, 1.12844, 1.72151)  -0.1415
H (6.99791, 1.85702, 0.67583)  0.5972
H (7.01111, 2.79485, 3.31745)  0.1708
H (8.20537, 2.93461, 1.97808)  0.3518
H (8.75566, 2.27120, 3.48631)  0.3353
H (6.72747, -2.30928, 1.44218)  0.2275
H (6.95914, -1.22275, 2.57490)  0.2169
C (1.96205, -0.89986, -1.03748)  -0.3999
C (0.57405, -0.32826, -1.44112)  2.3015
C (-0.20257, 0.09117, -0.22684)  -1.3596
O (-1.54501, 0.29554, -0.58241)  0.5571
C (-2.34395, 0.63647, 0.51775)  0.6388
N (0.69168, 0.82193, -2.35820)  0.9461
H (2.54897, -1.30730, -1.88239)  0.2907
H (1.77120, -1.70083, -0.34068)  0.4405
H (2.61114, -0.12247, -0.53767)  -0.6466
H (-0.07580, -1.08812, -1.94620)  -1.4598
H (0.13782, 1.01243, 0.26135)  0.2981
H (-0.16585, -0.71729, 0.54374)  -0.3216
H (-2.47890, -0.17245, 1.25036)  0.6091
H (-3.31943, 0.92904, 0.12837)  -0.4127
H (-1.90267, 1.49622, 1.06000)  -0.3342
H (0.75513, 0.44118, -3.30886)  -0.6389
H (-0.13342, 1.35757, -2.23633)  -0.1946
C (-4.14365, 0.60016, 3.21217)  0.0077
C (-5.39655, 0.81671, 4.06173)  0.4689
C (-6.55220, 1.00823, 3.07981)  -1.0318
O (-6.39800, 2.03650, 2.12630)  -0.1422
C (-6.23188, 3.33382, 2.68532)  -0.4524
N (-5.67253, -0.33131, 4.92302)  -0.7405
H (-3.99595, 1.49104, 2.58900)  -0.2441
H (-4.33634, -0.27777, 2.60082)  0.3725
H (-3.22372, 0.40582, 3.77475)  -0.0595
H (-5.24798, 1.70458, 4.70566)  0.1183
H (-7.51743, 1.17429, 3.58977)  0.4385
H (-6.70385, 0.08187, 2.48768)  0.0662
H (-5.36367, 3.43421, 3.34311)  0.2029
H (-7.12811, 3.60200, 3.28487)  0.3494
H (-6.17144, 4.00524, 1.83416)  0.0621
H (-4.79079, -0.48451, 5.44050)  0.2872
H (-6.33959, -0.15774, 5.68778)  0.2936
C (-1.51678, 3.82583, 2.36455)  -0.9493
C (-1.65492, 3.13497, 3.71908)  0.9855
O (-2.80531, 3.71702, 4.39797)  -0.6082
H (-1.40274, 4.90127, 2.41488)  0.5275
H (-2.38737, 3.55489, 1.76134)  -0.0230
H (-0.66761, 3.34391, 1.84812)  -0.0588
H (-0.76448, 3.18344, 4.33277)  0.5622
H (-1.78321, 2.06790, 3.45098)  -0.8325
H (-2.88893, 3.14961, 5.17190)  0.3260
C (4.29639, -5.36836, -1.30920)  -1.3249
C (3.73231, -3.96356, -1.09605)  0.3778
O (2.34396, -4.01830, -1.25879)  -0.1297
H (5.37192, -5.48093, -1.15198)  0.3825
H (4.04254, -5.75925, -2.30179)  0.2655
H (3.75800, -5.95823, -0.56659)  0.2734
H (4.10980, -3.16523, -1.76584)  0.2227
H (4.01497, -3.62803, -0.08418)  -0.0631
H (1.95689, -4.76017, -0.70559)  0.1110
C (1.86119, 4.49275, -0.92001)  -0.8037
C (2.22652, 3.94485, -2.27304)  -0.3812
O (2.91678, 2.70067, -2.14338)  -0.3474
H (1.44940, 5.49921, -0.98439)  0.4828
H (2.70983, 4.60987, -0.26252)  0.2905
H (1.17455, 3.79512, -0.40806)  -0.1142
H (2.88582, 4.63531, -2.80765)  0.4170
H (1.35819, 3.83443, -2.91296)  0.2569
H (2.24719, 1.98137, -2.21485)  0.1723
C (5.22294, 0.47816, -4.13425)  -0.4544
C (5.72485, 1.85500, -3.73897)  -0.0692
O (4.74610, 2.79860, -4.11300)  -0.6162
H (5.88453, -0.30921, -3.78910)  0.4059
H (5.08747, 0.46848, -5.21774)  0.3492
H (4.23526, 0.31218, -3.68224)  -0.2778
H (6.63493, 2.12310, -4.26285)  0.3489
H (5.88922, 1.88920, -2.64299)  -0.1053
H (4.04010, 2.75128, -3.44877)  0.4607
C (1.10809, 0.17143, -6.23007)  -0.9800
C (1.64056, -1.14113, -5.63914)  -0.2121
O (0.86616, -1.38311, -4.42712)  -0.3174
H (0.03129, 0.12235, -6.49037)  0.2628
H (1.62247, 0.42125, -7.16803)  0.4246
H (1.25245, 0.97007, -5.48442)  0.0949
H (2.72786, -1.10829, -5.43754)  0.2058
H (1.49258, -1.97333, -6.35480)  0.3565
H (1.22272, -2.16966, -4.04740)  0.0969
C (-1.63717, -3.39028, -3.14854)  -0.7713
C (-2.68371, -2.73701, -2.25656)  1.9661
O (-3.97825, -3.23483, -2.54679)  -0.7069
H (-1.60436, -2.89736, -4.14182)  0.3364
H (-1.81330, -4.43682, -3.30364)  0.4191
H (-0.65151, -3.25804, -2.70445)  -0.2893
H (-2.58544, -1.64648, -2.34495)  -0.8058
H (-2.37708, -2.96440, -1.21769)  -0.5047
H (-4.67282, -2.64156, -2.21583)  0.4343